# 1
This record from the Open Molecules 2025 dataset describes a 2-piece molecular cluster, C37H49NO3S overall in a non-equilibrium geometry. The level of theory is ωB97M-V/def2-TZVPD.

Structure (XYZ):
```
91
Properties=species:S:1:pos:R:3:lowdin_charge:R:1
C 4.423 3.576 0.175 -0.05
C 4.922 3.524 -1.235 -0.15
C 4.197 2.604 -2.429 -0.16
C 2.578 2.587 -2.009 -0.10
C 1.758 3.996 -2.326 0.04
C 0.166 4.058 -1.887 -0.15
C -0.770 5.378 -2.151 -0.12
C -1.732 5.076 -3.625 -0.13
C -0.981 5.628 -5.080 -0.10
O -2.275 6.341 -4.346 -0.22
C -0.531 2.765 -1.160 -0.31
C 0.242 1.318 -0.848 -0.08
C 1.853 1.264 -1.289 0.02
C 2.712 -0.133 -0.963 -0.15
O 3.048 -0.155 0.500 -0.18
C 4.462 -0.593 0.682 -0.14
C 4.835 -2.128 0.134 -0.01
C 6.364 -2.734 0.261 -0.07
C 7.509 -1.740 0.939 -0.09
C 7.181 -0.213 1.510 -0.06
C 5.623 0.374 1.399 0.01
N -0.481 0.117 -0.201 -0.12
C -1.338 -0.432 -1.318 -0.22
C -2.514 -1.474 -0.853 -0.18
C -1.924 -2.957 -0.351 -0.19
C -1.455 -3.838 -1.676 -0.22
C -1.635 -5.482 -1.432 -0.20
C -0.298 -6.228 -2.037 -0.23
C 0.858 -6.558 -0.909 -0.22
C 1.386 -5.242 -0.078 -0.25
C 0.799 -5.229 1.456 -0.14
C -1.283 0.546 1.008 -0.15
C -1.101 -0.381 2.386 0.03
C -1.971 0.098 3.725 -0.03
C -2.967 1.400 3.736 -0.15
C -3.747 1.814 5.123 -0.25
C -5.068 0.901 5.467 -0.15
C -3.156 2.318 2.380 -0.01
C -2.303 1.871 1.042 -0.34
S -2.356 2.847 -0.601 0.79
H 3.283 3.609 0.490 0.08
H 5.198 3.643 1.074 0.06
H 5.872 4.169 -1.493 0.09
H 4.698 1.549 -2.358 0.10
H 4.402 3.163 -3.438 0.11
H 2.219 4.945 -2.831 0.11
H -1.556 5.591 -1.305 0.10
H -0.174 6.358 -2.379 0.12
H -2.380 4.000 -3.672 0.17
H -1.475 6.105 -6.005 0.12
H -1.195 4.527 -5.497 0.06
H 1.993 -1.042 -1.137 0.12
H 3.691 -0.228 -1.597 0.12
H 3.967 -2.750 -0.359 0.08
H 6.576 -3.815 -0.143 0.08
H 8.602 -2.215 1.008 0.08
H 8.027 0.480 1.985 0.09
H 5.331 1.455 1.814 0.08
H -0.603 -1.055 -2.023 0.13
H -1.811 0.392 -2.024 0.11
H -3.138 -1.728 -1.839 0.11
H -3.301 -1.028 -0.097 0.11
H -1.098 -2.863 0.473 0.08
H -2.879 -3.527 0.081 0.12
H -0.390 -3.562 -2.075 0.09
H -2.238 -3.584 -2.541 0.11
H -2.595 -5.851 -2.038 0.11
H -1.860 -5.735 -0.303 0.11
H -0.536 -7.268 -2.571 0.11
H 0.123 -5.525 -2.883 0.11
H 1.780 -7.013 -1.516 0.11
H 0.399 -7.348 -0.149 0.11
H 1.191 -4.231 -0.667 0.10
H 2.561 -5.342 0.006 0.10
H 1.722 -5.122 2.197 0.08
H 0.076 -4.326 1.692 0.05
H 0.177 -6.214 1.714 0.08
H -0.399 -1.330 2.441 0.09
H -1.829 -0.524 4.722 0.09
H -4.047 2.963 4.996 0.12
H -3.008 1.683 6.051 0.12
H -5.342 1.135 6.606 0.08
H -4.817 -0.258 5.449 0.09
H -5.944 1.186 4.743 0.07
H -3.837 3.269 2.302 0.09
C -6.963 3.039 1.961 -0.15
O -5.734 3.137 1.266 -0.17
H -6.763 3.005 3.035 0.07
H -7.582 3.911 1.735 0.08
H -7.481 2.124 1.661 0.08
H -5.944 3.165 0.317 0.09
```

Results
E = -2116.4021 Eh
structure (SMILES) = C=CCc1cc(C[C@@H]2CO2)c2c(c1COc1ccccc1)N(CCCCCCCCC)c1ccc(CC)cc1S2.CO
2S+1 = 1
maximum force = 6.41 eV/A

---

# 2
This record from the Open Molecules 2025 dataset describes a 3-piece molecular cluster, C37H50F2N3O3PS overall in a non-equilibrium geometry. The level of theory is ωB97M-V/def2-TZVPD.

Structure (XYZ):
```
97
Properties=species:S:1:pos:R:3:lowdin_charge:R:1
C 0.217 -1.474 2.956 -0.12
C -1.309 -1.167 2.639 -0.23
C -1.561 0.397 2.725 -0.19
C -2.069 1.069 1.382 -0.14
C -1.467 0.464 0.077 -0.11
C -2.383 -0.323 -0.854 -0.11
C -3.894 -0.520 -0.483 -0.13
C -4.701 -1.404 -1.499 -0.19
N -4.176 -2.792 -1.642 -0.13
C -4.906 -3.739 -0.752 -0.23
C -4.145 -5.111 -0.655 -0.08
C -4.388 -3.251 -3.029 -0.45
C -3.176 -3.817 -3.882 -0.01
O -5.469 -3.190 -3.578 0.09
C -1.813 -0.843 -2.074 0.05
C -0.376 -0.698 -2.468 -0.17
N 0.011 -1.255 -3.675 0.13
C 1.327 -1.018 -3.894 -0.33
P 2.008 -1.661 -5.539 0.39
S 1.554 -3.545 -5.703 0.09
C 2.248 -0.304 -2.959 -0.30
O 3.580 -0.156 -3.328 -0.09
C 4.349 -1.365 -3.119 -0.21
C 4.021 -2.149 -1.783 -0.20
C 3.151 -3.445 -2.105 -0.11
N 1.863 0.233 -1.782 0.20
C 0.508 0.042 -1.552 -0.12
C -0.069 0.633 -0.292 -0.08
C 0.882 1.456 0.637 -0.13
C 0.664 3.016 0.332 -0.16
C 0.752 3.374 -1.216 -0.16
C -0.634 3.396 -1.960 -0.24
O -0.425 3.040 -3.354 -0.10
H 0.539 -0.974 3.918 0.07
H 0.909 -1.214 2.115 0.06
H 0.303 -2.583 3.165 0.07
H -1.676 -1.653 1.699 0.10
H -1.888 -1.642 3.485 0.09
H -2.383 0.553 3.490 0.11
H -0.660 0.914 3.166 0.10
H -1.730 2.149 1.414 0.10
H -3.189 1.107 1.402 0.10
H -4.037 -0.869 0.579 0.11
H -4.357 0.514 -0.526 0.13
H -4.655 -0.942 -2.529 0.13
H -5.800 -1.466 -1.219 0.13
H -4.918 -3.263 0.272 0.12
H -5.962 -3.827 -1.148 0.12
H -3.859 -5.531 -1.666 0.07
H -3.182 -5.007 -0.085 0.08
H -4.834 -5.864 -0.182 0.08
H -2.999 -3.110 -4.739 0.09
H -3.380 -4.856 -4.241 0.09
H -2.233 -3.787 -3.260 0.08
H -2.480 -1.399 -2.769 0.08
H 1.286 -0.948 -6.555 -0.02
H 3.384 -1.351 -5.703 -0.02
H 5.427 -1.034 -3.038 0.13
H 4.319 -2.094 -3.974 0.09
H 5.014 -2.539 -1.404 0.11
H 3.606 -1.516 -0.960 0.10
H 3.737 -4.354 -1.768 0.07
H 2.992 -3.608 -3.211 0.02
H 2.179 -3.486 -1.544 0.07
H 0.671 1.331 1.729 0.09
H 1.969 1.252 0.470 0.11
H 1.483 3.604 0.846 0.10
H -0.312 3.410 0.719 0.10
H 1.159 4.430 -1.278 0.11
H 1.481 2.727 -1.769 0.10
H -1.361 2.633 -1.549 0.11
H -1.143 4.397 -1.881 0.12
H -1.227 2.592 -3.666 0.08
F 2.660 6.024 1.133 0.05
C 3.716 5.973 0.304 -0.30
C 3.776 6.844 -0.770 -0.02
C 4.869 6.795 -1.626 -0.08
C 5.883 5.870 -1.405 -0.10
C 5.808 4.998 -0.326 -0.08
C 4.722 5.053 0.538 -0.02
H 2.973 7.552 -0.932 0.12
H 4.930 7.476 -2.465 0.11
H 6.733 5.830 -2.076 0.10
H 6.597 4.275 -0.156 0.10
H 4.652 4.387 1.389 0.12
F -1.103 -2.518 5.677 0.05
C -0.956 -1.581 6.628 -0.29
C 0.256 -1.467 7.285 -0.02
C 0.410 -0.494 8.264 -0.08
C -0.653 0.345 8.583 -0.10
C -1.867 0.215 7.918 -0.08
C -2.019 -0.750 6.931 -0.02
H 1.070 -2.134 7.029 0.12
H 1.357 -0.390 8.780 0.11
H -0.534 1.100 9.350 0.10
H -2.696 0.866 8.170 0.11
H -2.955 -0.859 6.397 0.12
```

Results
E = -2768.9978 Eh
structure (SMILES) = CCCCc1c(CCN(CC)C(C)=O)cc2nc([PH2]=S)c(OCCC)nc2c1CCCCO.Fc1ccccc1.Fc1ccccc1
2S+1 = 1
maximum force = 3.60 eV/A